Entry 1:
Formula: C7H14NO3
Source: the Open Molecules 2025 dataset
Level of theory: the ωB97M-V functional and the def2-TZVPD basis

Summary:
Net charge ... -1
Relative energy (zero: lowest compared OMol25 entry of this formula, charge and spin) ... 197.6 kJ/mol
E_tot ... -555.589007 hartree
HOMO-LUMO gap ... 7.0 eV

Bonds (Å) are listed after each position.
Cartesian coordinates (Å):
1 C 1.39 -1.00 0.71  C2 1.469, N7 1.538, H8 1.108, H9 1.105
2 C 0.93 -2.35 0.36  C1 1.469, H10 1.205, H11 1.121, H14 1.069
3 C 1.41 0.76 2.27  N7 1.523, H12 1.057, H15 1.067, H16 1.060
4 C -1.73 -1.35 1.51  C5 1.518, H13 1.118, H17 1.096, H18 1.092
5 C -0.80 -0.34 2.15  C4 1.518, O6 1.219, N7 1.379
6 O -1.17 0.27 3.14  C5 1.219
7 N 0.42 -0.14 1.54  C1 1.538, C3 1.523, C5 1.379
8 H 2.33 -1.06 1.30  C1 1.108
9 H 1.52 -0.47 -0.25  C1 1.105
10 H 1.75 -3.23 0.43  C2 1.205
11 H 0.96 -2.50 -0.75  C2 1.121
12 H 2.18 0.22 2.75  C3 1.057
13 H -2.79 -1.00 1.57  C4 1.118
14 H 0.39 -3.00 1.00  C2 1.069
15 H 1.77 1.45 1.53  C3 1.067
16 H 0.94 1.47 2.91  C3 1.060
17 H -1.44 -1.31 0.45  C4 1.096
18 H -1.71 -2.34 1.97  C4 1.092
19 C -1.13 1.86 -2.15  C20 1.653, H23 1.110, H24 1.079, H25 1.094
20 C -0.01 1.08 -3.08  C19 1.653, O21 1.249, O22 1.229
21 O 0.99 0.66 -2.47  C20 1.249
22 O -0.33 1.10 -4.27  C20 1.229
23 H -2.17 1.77 -2.53  C19 1.110
24 H -0.79 2.86 -1.90  C19 1.079
25 H -1.05 1.32 -1.20  C19 1.094


Entry 2:
Formula: C7H14NOS
Source: the Open Molecules 2025 dataset
Level of theory: the ωB97M-V functional and the def2-TZVPD basis

Summary:
Net charge ... +1
Relative energy (zero: lowest compared OMol25 entry of this formula, charge and spin) ... 346.9 kJ/mol
E_tot ... -802.886414 hartree
HOMO-LUMO gap ... 7.7 eV
Structure (SMILES) ... COS[N+]1=CCCC[C@H]1C

Bonds (Å) are listed after each position.
Cartesian coordinates (Å):
1 C 0.15 1.03 0.84  C2 1.497, N8 1.333, H11 1.121
2 C 1.34 0.40 1.48  C1 1.497, C3 1.502, H12 1.072, H13 1.164
3 C 2.31 -0.33 0.59  C2 1.502, C4 1.559, H14 1.026, H15 1.116
4 C 2.23 0.15 -0.89  C3 1.559, C5 1.568, H16 1.033, H17 1.060
5 C 0.77 0.28 -1.46  C4 1.568, C6 1.509, N8 1.462, H18 1.120
6 C 0.18 -1.09 -1.72  C5 1.509, H19 1.080, H20 1.062, H21 1.039
7 C -3.83 -0.22 1.07  O9 1.430, H22 1.063, H23 1.047, H24 1.089
8 N -0.09 0.92 -0.47  C1 1.333, C5 1.462, S10 1.771
9 O -2.64 0.45 0.64  C7 1.430, S10 2.074
10 S -1.71 1.50 -0.89  N8 1.771, O9 2.074
11 H -0.62 1.60 1.43  C1 1.121
12 H 1.69 1.28 1.99  C2 1.072
13 H 0.88 -0.31 2.28  C2 1.164
14 H 3.23 -0.23 1.03  C3 1.026
15 H 2.01 -1.40 0.63  C3 1.116
16 H 2.66 1.09 -0.96  C4 1.033
17 H 2.59 -0.56 -1.58  C4 1.060
18 H 0.88 0.88 -2.40  C5 1.120
19 H 0.43 -1.41 -2.72  C6 1.080
20 H -0.86 -0.93 -1.63  C6 1.062
21 H 0.44 -1.73 -0.95  C6 1.039
22 H -3.61 -0.54 2.06  C7 1.063
23 H -3.60 -1.09 0.53  C7 1.047
24 H -4.80 0.27 1.09  C7 1.089


Entry 3:
Formula: C7H14NS
Source: the Open Molecules 2025 dataset
Level of theory: the ωB97M-V functional and the def2-TZVPD basis

Summary:
Net charge ... +1
Relative energy (zero: lowest compared OMol25 entry of this formula, charge and spin) ... 220.2 kJ/mol
E_tot ... -727.698454 hartree
HOMO-LUMO gap ... 8.8 eV

Bonds (Å) are listed after each position.
Cartesian coordinates (Å):
1 C -1.23 -1.40 -0.44  C2 1.319, N8 1.516, H10 1.033
2 C -2.45 -1.24 0.02  C1 1.319, S9 1.706, H11 1.166
3 C -1.85 1.29 -0.52  S9 1.788, H12 1.123, H13 1.093
4 C 1.62 1.18 -0.59  C7 1.538, H14 1.185, H15 1.155, H16 1.157
5 C 0.37 0.54 1.51  C7 1.468, H17 1.074, H18 1.041, H19 1.055
6 C 1.61 -1.17 0.10  C7 1.503, H20 1.081, H21 1.064, H22 1.112
7 C 0.83 0.11 0.18  C4 1.538, C5 1.468, C6 1.503, N8 1.577
8 N -0.45 -0.13 -0.71  C1 1.516, C7 1.577, H23 1.024
9 S -3.09 0.31 0.33  C2 1.706, C3 1.788
10 H -0.60 -2.20 -0.25  C1 1.033
11 H -2.97 -2.24 0.33  C2 1.166
12 H -1.77 2.29 -0.01  C3 1.123
13 H -1.94 1.24 -1.60  C3 1.093
14 H 2.22 0.70 -1.49  C4 1.185
15 H 0.89 2.02 -0.88  C4 1.155
16 H 2.45 1.53 0.13  C4 1.157
17 H -0.53 -0.04 1.62  C5 1.074
18 H 0.14 1.54 1.68  C5 1.041
19 H 1.13 0.24 2.17  C5 1.055
20 H 1.35 -2.03 0.70  C6 1.081
21 H 1.67 -1.56 -0.89  C6 1.064
22 H 2.67 -0.87 0.29  C6 1.112
23 H -0.08 -0.11 -1.66  N8 1.024